1.
An isolated molecule of C5H11NO, computed with ωB97M-V/def2-TZVPD.

Geometry (Å):
C 0.62198 2.14025 0.70398
C 1.41083 0.83562 0.76480
C 0.57677 -0.35793 1.21911
N -0.53578 -0.73823 0.34407
C -0.38103 -0.99375 -0.99883
C -1.12788 -2.20563 -1.52327
O 0.36499 -0.35460 -1.71928
H 1.25884 2.96937 0.37198
H -0.20953 2.05208 -0.00426
H 0.21031 2.40031 1.68946
H 1.85014 0.61599 -0.21042
H 2.24090 0.92398 1.47871
H 1.24179 -1.22512 1.34723
H 0.13882 -0.14220 2.20118
H -1.21318 -1.32347 0.80705
H -2.05985 -2.43068 -0.99699
H -0.46029 -3.06481 -1.38352
H -1.31694 -2.08822 -2.58952

Forces on the atoms, in the same order (eV/Å):
C -0.043 0.031 -0.020
C 0.053 0.057 -0.005
C 0.202 0.087 0.119
N -0.081 -0.095 -0.073
C 0.232 -0.013 -0.080
C -0.118 -0.006 -0.037
O -0.165 -0.249 0.227
H -0.133 -0.171 0.084
H 0.133 0.022 0.119
H 0.065 -0.039 -0.205
H -0.063 0.058 0.150
H -0.141 0.024 -0.065
H -0.056 0.114 -0.011
H 0.051 -0.013 -0.134
H 0.063 -0.067 -0.091
H 0.089 0.147 -0.028
H -0.090 0.113 -0.054
H 0.004 0.001 0.104

## Properties
Energy = -327.1195 Eh
Gap between HOMO and LUMO = 10.3587 eV
HOMO level = -9.50 eV
SMILES = CCCNC(C)=O
Relative energy (zero: lowest compared OMol25 entry of this formula, charge and spin) = 7.4 kcal per mole

2.
A cluster of 2 separate species, C5H11NO in total, computed with ωB97M-V/def2-TZVPD.

Geometry (Å):
C 1.73511 0.42276 -0.25063
C 0.64105 -0.43754 0.31745
N 0.14325 -1.38026 -0.51455
C -0.61837 0.55550 1.27644
C 0.36759 -0.41701 1.80135
H 2.64790 -0.16961 -0.34751
H 1.45577 0.79193 -1.23688
H 1.93838 1.27798 0.38990
H -0.50725 -2.00107 -0.03853
H -0.55629 -0.80941 -1.33923
H -0.41918 1.61219 1.33178
H -1.65757 0.27238 1.28087
H -0.03349 -1.34403 2.20003
H 1.17991 -0.01283 2.39714
C -1.49729 0.29365 -1.77397
O -1.43589 1.19130 -0.88712
H -2.42539 -0.29604 -1.88189
H -0.95825 0.45011 -2.72464

Forces on the atoms, in the same order (eV/Å):
C -0.149 -0.071 0.164
C -1.143 2.117 1.399
N -1.817 0.298 -2.100
C 1.312 -0.916 -0.266
C 0.110 -0.069 -0.119
H 0.022 0.007 -0.034
H 0.009 0.015 -0.048
H 0.013 0.023 0.016
H 0.031 0.018 -0.036
H 1.794 -1.652 1.783
H 0.115 0.002 -0.025
H 0.041 -0.104 -0.313
H 0.062 0.007 0.105
H 0.053 -0.160 0.019
C -1.172 2.773 0.458
O 0.070 -1.662 -1.526
H 0.268 -0.311 0.301
H 0.381 -0.313 0.221

## Properties
Energy = -326.9569 Eh
Gap between HOMO and LUMO (spin up / spin down) = 8.0666 / 8.0656 eV
HOMO level (spin up / spin down) = -7.87 / -7.87 eV
SMILES = CC1(N)CC1.C=O
Relative energy (zero: lowest compared OMol25 entry of this formula, charge and spin) = 109.5 kcal per mole

3.
An isolated molecule of C5H11NO, computed with ωB97M-V/def2-TZVPD.

Geometry (Å):
C 0.39594 0.52022 -1.68185
C 0.45008 -0.41522 -0.47328
C 1.74524 -0.22303 0.31011
N -0.74319 -0.25803 0.37855
C -0.71680 0.47696 1.62865
C -1.93514 -0.67511 -0.12764
O -2.08672 -1.23198 -1.20055
H 0.40659 1.56940 -1.36353
H 1.26440 0.35209 -2.32916
H -0.51046 0.33181 -2.26126
H 0.40559 -1.44712 -0.83934
H 1.80310 -0.88004 1.18357
H 2.59666 -0.45370 -0.33789
H 1.86311 0.81489 0.64374
H 0.16594 0.21836 2.21693
H -0.72801 1.56491 1.48361
H -1.58957 0.19338 2.22285
H -2.78677 -0.45780 0.54651

Forces on the atoms, in the same order (eV/Å):
C -0.037 0.041 -0.031
C 0.111 -0.052 -0.066
C 0.028 -0.004 0.037
N -0.184 -0.062 -0.146
C -0.003 0.075 0.131
C 0.080 -0.082 -0.074
O 0.079 0.140 0.335
H 0.008 -0.121 -0.012
H -0.134 0.020 0.110
H 0.141 0.055 0.060
H 0.034 0.132 0.006
H -0.005 0.063 -0.122
H -0.165 0.014 0.062
H -0.028 -0.154 -0.028
H -0.135 0.015 -0.104
H 0.024 -0.129 0.005
H 0.066 0.116 -0.113
H 0.119 -0.067 -0.050

## Properties
Energy = -327.1123 Eh
Gap between HOMO and LUMO = 10.1470 eV
HOMO level = -9.27 eV
SMILES = CC(C)N(C)C=O
Relative energy (zero: lowest compared OMol25 entry of this formula, charge and spin) = 11.9 kcal per mole